Below is C14H24B2BeF13KN4NaO11P2 as an isolated structure in a non-equilibrium geometry, with properties calculated with the ωB97M-V functional and the def2-TZVPD basis.

Results
charge = -1
lowest unoccupied orbital energy = -2.898 eV
frontier orbital gap = 0.9 eV
highest occupied orbital energy = -3.77 eV
E = -4402.212698 hartree

Structure (XYZ):
```
73
Properties=species:S:1:pos:R:3:forces:R:3:mulliken_charge:R:1
C 1.832 1.790 0.305 -0.64 -0.79 -0.62 -0.1615
C 1.726 1.280 -1.239 0.70 0.46 2.34 -0.2165
P 1.333 -0.588 -1.140 -0.37 -0.03 -3.04 -0.2106
C -0.522 -0.638 -0.794 -1.44 1.78 0.93 -1.3674
C -1.349 -0.262 -2.189 -0.15 -1.14 0.15 -0.5720
N 2.317 -1.166 0.226 -0.29 -0.57 2.05 -0.0107
C 1.988 -2.091 1.146 -0.57 -1.82 1.78 0.1389
N 0.729 -2.791 1.246 2.86 -0.88 3.03 -0.2242
C 0.866 -3.626 2.411 3.23 2.87 -1.92 -0.1412
N 2.167 -3.456 2.943 -3.37 -1.12 -0.80 -0.0344
N 2.866 -2.541 2.203 -1.95 0.79 -2.18 -0.1041
H 1.040 1.196 0.871 1.01 1.27 -0.23 0.0922
H 2.835 1.445 0.748 -1.60 0.46 -0.59 -0.7082
H 1.676 2.906 0.400 0.25 -1.33 -0.04 0.5355
H 0.895 1.852 -1.758 1.00 -0.88 0.15 0.0915
H 2.759 1.468 -1.682 -1.69 -0.48 -0.18 0.4317
H -0.931 -1.670 -0.467 1.63 5.60 2.43 0.9629
H -0.762 0.189 -0.050 -0.03 -1.31 -0.69 0.4073
H -2.144 0.531 -1.998 1.38 -0.73 -0.41 -0.0708
H -0.661 -0.002 -3.052 -0.87 0.15 0.98 0.3090
H -1.946 -1.219 -2.535 0.81 2.27 0.35 0.3371
H 3.270 -0.767 0.311 -0.68 -0.31 -0.05 0.2152
H 0.114 -4.320 2.876 1.00 1.00 -0.74 0.3927
H 2.528 -3.960 3.766 0.08 0.71 -0.64 0.3281
H 3.841 -2.260 2.389 -0.79 -0.27 0.09 0.2644
F 2.679 2.725 -4.245 1.15 1.55 1.57 -0.3445
P 1.194 2.507 -4.868 -0.56 1.11 -1.05 0.9267
F 0.700 3.684 -3.875 0.58 1.94 0.19 -0.3366
F 1.565 3.684 -5.912 1.62 1.16 0.01 -0.3247
F 0.428 2.055 -6.215 -1.44 -1.31 -0.13 -0.3231
F -0.049 1.853 -4.055 -0.50 -2.66 0.68 -0.2089
F 1.856 1.024 -4.871 -0.42 -2.26 -0.79 -0.3464
Na 4.707 2.028 1.326 0.42 0.29 0.29 0.6165
C -5.022 -0.746 -2.043 -0.29 -2.84 1.57 -0.6734
O -4.967 0.425 -2.723 -3.66 0.83 -2.99 -0.3282
H -4.472 -1.608 -2.471 0.18 0.34 -0.58 0.2483
H -4.635 -0.742 -1.008 0.11 0.83 -0.10 0.2930
H -6.019 -1.194 -1.888 -0.10 0.28 -0.11 0.2798
K -1.046 -2.901 -1.547 -0.11 -5.23 -2.99 0.9966
C 2.845 -2.192 6.209 0.37 -0.22 0.06 -0.9207
C 2.665 -0.717 6.497 0.16 -0.97 0.18 0.4237
C 1.813 0.005 5.494 -0.58 0.25 0.15 -0.1096
O 2.279 1.344 5.618 0.14 0.02 -0.10 -0.3586
C 3.582 1.263 6.030 1.04 0.35 0.49 0.6369
O 4.335 2.188 6.061 -0.57 -0.47 -0.40 -0.5478
O 3.900 -0.009 6.385 -0.36 0.68 -0.48 -0.3574
H 1.963 -2.759 6.518 0.02 0.08 0.06 0.4376
H 3.012 -2.373 5.141 0.01 0.24 -0.07 -0.2571
H 3.718 -2.582 6.738 -0.17 0.16 0.24 0.4630
H 2.296 -0.578 7.518 0.06 -0.02 -0.07 0.2705
H 0.747 -0.058 5.717 0.06 0.20 -0.01 0.3512
H 1.985 -0.321 4.461 0.08 -0.19 -0.01 -0.0479
B 5.229 -0.862 9.666 1.04 0.47 0.59 0.5953
F 4.952 -1.272 11.031 -0.89 0.01 -1.74 -0.3299
F 6.623 -0.880 9.396 -1.30 -0.13 -0.46 -0.3702
F 4.575 -1.772 8.772 -0.23 0.05 0.05 -0.3640
F 4.718 0.455 9.452 -0.04 -0.79 0.02 -0.4135
Be -6.463 0.616 -3.902 4.49 0.37 0.84 0.8314
F 6.773 -0.845 11.806 1.11 0.25 1.18 -0.4542
B -6.508 -0.173 -9.800 0.03 -0.23 -3.05 0.5556
O -5.666 0.920 -9.280 -0.35 -0.36 1.06 -0.3938
C -5.768 0.903 -7.959 2.02 2.44 -1.09 0.6649
O -5.205 1.667 -7.215 -0.53 -0.55 0.34 -0.5793
C -6.667 -0.187 -7.552 -1.35 -1.68 -0.75 0.5955
O -6.970 -0.472 -6.409 -0.24 0.02 1.73 -0.6434
O -7.108 -0.824 -8.614 0.24 0.39 1.71 -0.3963
F -5.712 -1.108 -10.519 -0.73 0.70 0.77 -0.3579
F -7.531 0.348 -10.640 0.78 -0.50 0.88 -0.3571
C -3.338 3.505 -3.646 1.38 1.89 -1.74 0.7149
O -2.434 2.956 -2.957 0.01 -0.09 0.32 -0.6065
O -4.561 2.969 -3.361 -1.16 -1.10 0.86 -0.4780
O -3.283 4.406 -4.488 0.05 -0.70 0.76 -0.6622
H -4.180 2.349 -2.707 -1.09 -0.32 -0.04 0.3049
```
Forces are in eV/Å.

=====

Below is C14H24BIIrN5O3SSb as an isolated structure in a non-equilibrium geometry, with properties calculated with the ωB97M-V functional and the def2-TZVPD basis.

Results
charge = +2
<S²> = 1.052
lowest unoccupied orbital energy (alpha / beta) = -8.747 / -7.774 eV
spin multiplicity = 2
frontier orbital gap (alpha / beta) = 4.5 / 5.8 eV
highest occupied orbital energy (alpha / beta) = -13.24 / -13.54 eV
E = -2112.138524 hartree

Structure (XYZ):
```
51
Properties=species:S:1:pos:R:3:forces:R:3:mulliken_charge:R:1
Ir -1.229 0.485 0.293 -0.22 -2.53 -1.71 1.1254
N -1.449 0.150 2.624 0.39 0.36 -0.63 -0.6088
C -2.744 -0.458 2.965 -0.22 -0.40 -0.16 -0.6769
C -3.017 -1.625 2.023 0.10 0.21 0.57 -0.4726
N -3.041 -1.143 0.633 0.88 1.02 -0.10 -0.4847
H -0.700 -0.488 2.887 -0.01 0.22 -0.02 0.2671
H -1.314 1.006 3.162 0.09 -0.17 -0.13 0.2424
H -3.522 0.298 2.849 -0.01 0.02 0.05 0.3289
H -2.761 -0.821 3.997 -0.01 0.12 -0.09 0.4785
H -3.960 -2.103 2.308 0.14 -0.01 -0.11 0.4480
H -2.212 -2.359 2.115 -0.09 -0.01 -0.01 0.2374
H -3.908 -0.631 0.476 0.14 -0.01 -0.13 0.2570
H -3.050 -1.949 0.012 0.05 0.23 -0.14 0.2194
O 2.668 1.529 -1.315 -2.04 0.49 -0.12 -0.5243
B 1.783 1.379 -0.233 3.05 -0.87 0.44 0.9976
O 2.460 0.815 0.858 -1.73 0.64 0.01 -0.5400
C 3.745 0.716 0.479 1.64 0.20 -1.71 0.8359
C 4.853 0.307 1.199 -0.39 0.06 -0.14 -0.9270
C 6.044 0.216 0.496 0.11 0.03 -0.43 -0.5290
C 6.133 0.518 -0.875 0.07 -0.11 0.54 -0.5717
C 5.051 0.997 -1.587 -0.51 0.10 0.06 -0.8188
C 3.859 1.116 -0.887 1.62 -0.96 1.71 0.5850
H 4.782 0.085 2.251 0.04 -0.12 0.13 0.4995
H 6.938 -0.102 1.006 0.06 -0.06 0.10 0.4164
H 7.079 0.377 -1.377 0.07 0.08 -0.01 0.4250
H 5.126 1.266 -2.630 -0.02 0.03 -0.06 0.5020
C 0.289 -3.516 0.315 -0.16 0.51 -0.24 -1.2607
Sb 0.159 -1.737 -0.908 0.14 -0.23 0.60 0.3224
C -0.826 -2.507 -2.667 -0.01 0.38 0.42 -1.1990
C 2.181 -1.784 -1.641 -0.34 0.29 0.20 -1.2514
H 0.632 -4.333 -0.310 0.03 -0.07 -0.12 0.4167
H -0.674 -3.773 0.744 -0.11 -0.04 0.02 0.3611
H 1.005 -3.351 1.114 0.06 0.08 0.04 0.4163
H -0.097 -3.050 -3.260 0.17 -0.05 0.04 0.3911
H -1.234 -1.696 -3.260 -0.03 0.08 -0.06 0.3743
H -1.623 -3.182 -2.381 -0.15 -0.10 0.07 0.3877
H 2.340 -2.743 -2.132 -0.17 -0.04 0.05 0.5395
H 2.870 -1.685 -0.808 0.07 0.05 0.06 0.3295
H 2.342 -0.982 -2.354 0.05 0.08 -0.05 0.3735
I -5.299 5.188 1.088 0.27 -0.48 -0.31 0.2203
C -4.383 3.572 0.130 -0.33 0.43 0.13 -0.6204
C -4.601 3.112 -1.157 0.04 0.33 0.74 -0.2021
N -3.803 2.048 -1.327 0.20 -0.18 -0.44 -0.2253
N -3.080 1.789 -0.228 1.19 -0.19 0.91 -0.1630
C -3.419 2.709 0.665 -0.65 0.50 -0.34 -0.1804
H -5.268 3.478 -1.912 -0.10 -0.05 -0.24 0.4894
H -3.699 1.500 -2.169 0.04 -0.02 0.18 0.1926
H -2.978 2.736 1.641 0.12 -0.03 0.18 0.5166
O 1.042 4.004 -1.153 -0.52 -0.30 -0.85 -0.3304
S 0.089 2.946 -1.445 1.17 -1.38 3.17 0.5684
N 0.425 1.671 -0.318 -4.15 1.84 -2.08 -0.1782
```
Forces are in eV/Å.

=====

Below is C14H24BrCaN5O6 as an isolated structure in a non-equilibrium geometry, with properties calculated with the ωB97M-V functional and the def2-TZVPD basis.

Results
charge = 0
lowest unoccupied orbital energy (alpha / beta) = -1.578 / -1.402 eV
frontier orbital gap (alpha / beta) = 5.8 / 6.0 eV
highest occupied orbital energy (alpha / beta) = -7.37 / -7.37 eV
E = -4524.431859 hartree

Structure (XYZ):
```
51
Properties=species:S:1:pos:R:3:forces:R:3:mulliken_charge:R:1
O -0.834 -0.436 -3.094 -8.18 -2.38 3.28 -0.6599
H -1.696 -0.495 -3.489 0.11 0.28 -0.73 0.1265
Ca -0.401 -0.471 -1.010 -0.34 5.11 2.41 2.3976
N -1.086 -1.042 1.331 0.04 -0.11 0.53 0.7956
N -2.875 -0.652 -0.522 0.06 -0.63 0.08 0.3595
N 1.890 -0.173 0.055 3.14 0.19 -0.45 0.4014
N 1.516 0.244 -2.398 2.85 -0.65 -0.95 0.2501
O -0.166 -1.231 2.251 -1.39 0.13 -0.66 -0.9264
O 2.069 -0.233 1.418 -1.52 -0.48 0.50 -0.6038
O 1.170 0.143 -3.695 3.56 1.18 0.83 -0.7622
O -3.603 -0.697 -1.532 -0.56 0.21 -0.01 -0.5940
C -3.382 -1.058 0.678 1.19 0.29 1.11 0.2533
C -2.382 -1.234 1.689 0.77 0.07 0.41 -0.1585
C 3.023 0.123 -0.596 -3.27 -0.21 0.84 0.1512
C 2.814 0.265 -2.035 -1.96 0.45 -1.44 0.1859
C -2.677 -1.617 3.122 -0.24 0.01 0.00 -1.3526
H -2.236 -0.884 3.825 -0.11 -0.32 -0.45 0.2956
H -2.237 -2.603 3.367 -0.17 0.46 -0.19 0.2896
H -3.760 -1.655 3.299 0.35 -0.03 -0.03 0.4031
C -4.826 -1.240 0.994 -0.11 -0.13 -0.41 -1.5063
H -5.360 -1.134 0.061 -0.36 -0.03 -0.15 0.3872
H -5.200 -0.494 1.705 0.21 -0.01 -0.12 0.3517
H -5.033 -2.223 1.424 0.08 0.07 -0.12 0.3890
C 4.335 0.405 0.045 -0.28 -0.16 0.29 -1.5592
C 4.012 0.515 -2.938 0.02 -0.24 -0.07 -1.3295
H 4.233 0.206 1.107 0.23 0.03 0.04 0.4097
H 4.599 1.457 -0.103 0.06 -0.10 -0.03 0.2736
H 5.120 -0.224 -0.381 -0.01 0.11 0.01 0.3280
H 3.752 0.474 -4.014 0.00 0.00 0.74 0.3288
H 4.813 -0.229 -2.726 -0.50 0.38 -0.24 0.3038
H 4.459 1.510 -2.710 -0.35 -0.54 -0.17 0.2579
H 1.149 -0.621 1.740 1.46 0.53 -0.16 0.3636
H -0.002 -0.198 -3.403 4.30 1.79 -4.00 0.4079
C -0.041 -2.431 -1.437 -0.12 -7.46 -3.07 -0.9563
H -0.732 -2.866 -0.692 0.27 0.63 -0.03 0.3455
H 1.010 -2.613 -1.234 0.13 0.53 0.14 0.2877
H -0.364 -2.742 -2.517 0.74 1.01 2.17 0.3551
O -0.413 -4.003 2.541 1.08 -0.25 0.26 -0.6529
H 0.360 -4.538 2.846 -0.98 0.82 -0.41 0.2943
H -0.106 -3.068 2.488 -0.11 -0.64 0.17 0.3790
Br 2.402 4.951 -0.683 0.06 -0.04 -0.10 -0.1850
C 0.917 3.963 -0.104 -1.16 -0.05 0.95 -0.6953
C 0.067 4.475 0.895 0.04 -0.10 -0.07 0.0155
C -1.012 3.707 1.337 -1.06 -0.29 0.58 -0.8396
C -1.203 2.438 0.753 -0.17 0.07 0.17 -0.0351
N -0.393 1.958 -0.212 -0.72 0.37 0.81 -0.2366
C 0.630 2.707 -0.622 0.01 0.33 0.21 -0.0754
H 0.249 5.460 1.326 0.02 -0.26 -0.16 0.4345
H -1.762 4.059 2.146 1.59 -0.51 -1.52 0.2729
H -2.047 1.779 1.086 0.94 0.66 -0.42 0.2479
H 1.240 2.265 -1.380 0.35 -0.09 -0.39 0.7855
```
Forces are in eV/Å.

=====

Below is C14H24Cl12F6NO4PbS2 as an isolated structure in a non-equilibrium geometry, with properties calculated with the ωB97M-V functional and the def2-TZVPD basis.

Results
charge = +1
lowest unoccupied orbital energy = -6.616 eV
frontier orbital gap = 5.4 eV
highest occupied orbital energy = -12.02 eV
E = -8013.910791 hartree

Structure (XYZ):
```
64
Properties=species:S:1:pos:R:3:forces:R:3:mulliken_charge:R:1
Pb 2.473 -2.007 3.070 -1.54 1.64 -0.94 1.2905
C -1.425 -3.180 1.025 -0.16 -0.39 -0.01 0.6809
F -2.662 -2.943 0.599 1.72 -0.45 0.17 -0.1391
F -1.452 -4.159 2.006 0.44 1.66 -2.24 -0.2020
F -0.597 -3.457 -0.026 -1.37 -0.36 2.04 -0.1402
S -0.719 -1.578 1.886 -0.91 1.20 1.32 0.5541
O -1.618 -0.450 1.648 2.38 -2.26 -0.25 -0.1252
O -0.458 -1.898 3.287 0.67 -0.60 -0.35 -0.6916
N 0.940 -1.438 1.315 -2.45 -1.80 2.30 -0.3140
S 0.779 -0.543 0.055 0.91 4.48 -7.26 0.6986
O -0.201 -0.964 -0.992 1.89 0.12 3.28 -0.3192
O 0.805 0.901 0.334 0.31 -2.49 0.24 -0.3851
C 2.472 -0.978 -0.833 -0.66 1.04 0.76 0.2553
F 3.494 -0.987 0.090 -0.59 0.23 -0.54 -0.1533
F 2.348 -2.217 -1.263 0.25 0.23 -0.60 -0.1939
F 2.738 -0.075 -1.811 -0.39 -1.60 1.47 -0.1018
Cl 0.436 0.717 -6.585 -0.33 0.30 0.39 -0.2209
C -0.693 1.182 -5.247 0.21 -0.12 -0.19 -0.3141
C 0.091 1.460 -3.970 0.28 0.31 -0.60 -0.3501
Cl -1.040 1.596 -2.659 -1.14 0.06 1.12 -0.1880
H -1.433 0.385 -5.173 0.34 0.02 0.27 0.1543
H -1.232 2.094 -5.503 0.19 -0.07 -0.31 0.3560
H 0.514 2.462 -4.022 0.47 -0.31 -0.28 0.3373
H 0.836 0.723 -3.671 -0.09 -0.03 -0.46 0.1738
Cl -5.785 -0.945 5.632 -0.11 0.52 -0.02 -0.1846
C -4.241 -0.254 5.019 -0.75 -1.47 0.22 -0.3092
C -3.479 -1.397 4.373 1.24 1.65 -0.71 -0.0032
Cl -4.093 -1.613 2.670 -0.14 -0.48 1.23 -0.1622
H -3.724 0.171 5.880 0.05 -0.04 -0.19 0.3495
H -4.425 0.476 4.231 -0.19 0.14 0.39 0.1530
H -3.272 -2.324 4.906 -0.89 0.01 -0.09 0.4417
H -2.500 -0.932 4.252 0.28 -0.26 -0.37 -0.2513
Cl 0.721 1.000 3.774 0.62 0.24 -0.20 -0.0674
C 1.686 2.501 3.443 0.59 0.90 0.21 -0.5002
C 2.919 2.399 2.467 -2.01 1.07 -0.12 -0.2068
Cl 3.650 0.826 2.659 1.18 -1.08 -0.17 -0.1914
H 2.025 2.884 4.406 0.13 -0.54 0.12 0.4282
H 0.945 3.244 3.149 0.10 -0.18 -0.66 0.1700
H 3.675 3.173 2.598 0.12 -0.26 1.11 0.5086
H 2.683 2.638 1.430 -0.59 -1.05 -0.14 0.0868
Cl -4.287 3.314 0.625 0.36 -0.48 -0.07 -0.1867
C -3.095 2.409 1.606 0.63 0.82 0.91 -0.1829
C -1.642 2.561 1.169 -0.37 -0.30 -0.24 1.3199
Cl -1.042 4.240 1.361 -0.08 -0.01 -0.16 -0.2274
H -3.352 1.357 1.732 -0.17 0.09 -0.45 0.0340
H -3.140 2.885 2.585 -0.25 -0.16 0.12 0.3525
H -1.503 2.230 0.140 0.17 0.26 0.06 -0.2540
H -0.988 1.981 1.820 -0.33 -0.15 -0.16 -0.7745
Cl 5.872 -0.896 -2.350 0.15 -0.34 -0.33 -0.1581
C 6.797 0.572 -2.763 1.05 -0.29 -0.26 -0.4945
C 6.031 1.744 -2.248 -0.36 0.44 -0.75 -0.2791
Cl 6.227 1.776 -0.524 -0.25 0.20 1.65 -0.1787
H 7.053 0.608 -3.822 -0.66 -0.08 -0.11 0.3300
H 7.764 0.473 -2.269 -0.13 0.08 0.17 0.3182
H 4.980 1.601 -2.498 0.02 0.26 0.09 0.1293
H 6.358 2.731 -2.578 0.15 -0.30 -0.42 0.3516
Cl -4.617 -3.290 -4.432 -0.11 -0.41 0.39 -0.1704
C -3.378 -3.929 -3.315 0.87 0.01 0.00 -0.3238
C -2.414 -2.812 -2.989 0.18 1.78 -0.41 -0.1767
Cl -1.707 -2.148 -4.520 0.21 -0.22 0.05 -0.1802
H -2.818 -4.716 -3.820 -0.32 -0.09 -0.08 0.3237
H -3.838 -4.332 -2.412 -0.16 0.12 -0.12 0.3144
H -1.520 -2.912 -2.373 -0.35 -1.04 0.11 -0.0754
H -2.923 -1.942 -2.574 -0.28 -0.16 0.07 0.2650
```
Forces are in eV/Å.

=====

> charge of number 2 (C14H24BIIrN5O3SSb)?

+2

=====

> What is the charge in the fourth record?

+1

=====

> Among the records above, which one has the lowest charge?

C14H24B2BeF13KN4NaO11P2